{"formula": "H12O6", "method": "the ωB97M-V functional and the def2-TZVPD basis", "symbols": ["O", "H", "H", "O", "H", "H", "O", "H", "H", "O", "H", "H", "O", "H", "H", "O", "H", "H"], "positions_angstrom": [[-0.864, 1.046, 1.369], [-1.361, 1.554, 0.728], [-1.504, 0.441, 1.743], [0.393, 1.015, -1.366], [1.175, 0.614, -1.745], [0.486, 1.948, -1.555], [1.665, 1.030, 1.437], [1.074, 0.601, 0.818], [2.080, 0.310, 1.911], [-1.755, -0.723, -1.146], [-1.943, -1.326, -1.865], [-1.285, -1.255, -0.504], [0.152, -2.213, -0.043], [1.081, -2.309, -0.254], [0.068, -1.311, 0.265], [0.256, -0.188, 0.029], [-0.123, 0.256, 0.788], [0.407, 0.511, -0.608]], "de_lowest_kcal_mol": 238.3, "homo_lumo_gap_ha": 0.326, "homo_energy_ev": -8.89}